A structure of composition C28H32CeIN3P. Source: the OMol25 dataset; level of theory: ωB97M-V with the def2-TZVPD basis set.

Results
Energy above the lowest of the compared OMol25 structures with the same formula, charge and spin in eV: 0.000
LUMO level (alpha / beta) in eV: -12.34 / -12.30
M in g/mol: 708.6
Highest occupied orbital energy (alpha / beta) in eV: -18.196 / -18.195
Frontier orbital gap (alpha / beta) in eV: 5.85 / 5.89

```
! wB97M-V def2-TZVPD RIJCOSX def2/J DEFGRID3
* xyz 4 2
H -2.825 2.437 1.638
C 0.768 -6.069 -1.159
C 1.138 3.754 2.342
H 1.406 4.177 3.306
N 1.755 2.381 2.346
H -2.766 4.139 1.278
H 1.513 3.075 -1.686
C 2.956 -5.971 -0.133
H 1.290 5.262 -0.725
C -0.639 -4.092 -1.370
C -1.016 -0.490 3.075
H -0.496 -0.295 4.010
H 1.413 5.689 1.567
H -2.550 1.948 -3.176
C 4.061 -5.227 0.265
H 2.790 3.292 -0.710
C 1.782 -5.302 -0.586
H 0.824 -1.178 2.141
N 1.765 3.163 -0.690
H 1.381 1.853 3.160
C -0.252 -0.931 2.004
C -0.436 3.692 2.316
Ce 1.339 0.890 0.203
H -0.553 -2.607 -3.498
C -0.936 3.205 0.977
C 0.394 -3.272 -0.889
H 4.999 -5.716 0.571
H 0.931 -7.153 -1.175
H -3.047 0.011 3.795
C -1.030 -1.631 -3.408
H 4.884 -3.246 0.547
C -0.423 4.128 -0.145
H -4.106 -0.315 1.661
C -3.024 -0.434 1.733
H -1.495 0.919 -1.193
N -2.453 3.182 1.010
H -2.784 -1.049 -0.375
C -0.906 -1.137 0.726
P 0.034 -1.511 -0.761
C -2.455 0.083 -4.321
H -1.648 -3.654 -1.587
C -2.278 -0.849 0.598
C -0.914 -0.889 -2.198
H -0.823 4.721 2.531
C -1.492 0.390 -2.112
C 1.113 4.360 -0.102
H 2.799 4.631 1.218
H 2.766 2.505 2.555
I 3.458 -1.098 -0.707
C 4.012 -3.809 0.178
H -2.927 2.973 0.103
H -0.877 5.110 -0.041
C -0.413 -5.478 -1.560
H -2.190 -1.889 -5.155
C -1.913 -1.180 -4.391
H -0.616 2.128 0.797
H -3.149 0.450 -5.078
C 1.638 -3.880 -0.501
C 2.835 -3.170 -0.175
C -2.378 -0.232 2.948
H 2.935 -7.043 -0.067
H -0.836 3.027 3.086
H -0.613 3.734 -1.139
H -1.243 -6.093 -1.922
C -2.191 0.906 -3.214
C 1.717 4.675 1.265
*
```

Population analysis type natural (NBO), resulting atomic charges in e: atom 1 (H): 0.4705, atom 2 (C): -0.0970, atom 3 (C): -0.0379, atom 4 (H): 0.2566, atom 5 (N): -0.9262, atom 6 (H): 0.4728, atom 7 (H): 0.4239, atom 8 (C): -0.1182, atom 9 (H): 0.2673, atom 10 (C): -0.1433, atom 11 (C): -0.1725, atom 12 (H): 0.2556, atom 13 (H): 0.2834, atom 14 (H): 0.2291, atom 15 (C): -0.1823, atom 16 (H): 0.4326, atom 17 (C): 0.0256, atom 18 (H): 0.2420, atom 19 (N): -0.9327, atom 20 (H): 0.4196, atom 21 (C): -0.2964, atom 22 (C): -0.4466, atom 23 (Ce): 1.4455, atom 24 (H): 0.2524, atom 25 (C): 0.0151, atom 26 (C): -0.3196, atom 27 (H): 0.2751, atom 28 (H): 0.2630, atom 29 (H): 0.2776, atom 30 (C): -0.1570, atom 31 (H): 0.2559, atom 32 (C): -0.4395, atom 33 (H): 0.2652, atom 34 (C): -0.1843, atom 35 (H): 0.1675, atom 36 (N): -0.6923, atom 37 (H): 0.2655, atom 38 (C): -0.3105, atom 39 (P): 0.8288, atom 40 (C): -0.0958, atom 41 (H): 0.2378, atom 42 (C): -0.2117, atom 43 (C): -0.3660, atom 44 (H): 0.2744, atom 45 (C): -0.2693, atom 46 (C): -0.0402, atom 47 (H): 0.2554, atom 48 (H): 0.4335, atom 49 (I): 0.3754, atom 50 (C): -0.2241, atom 51 (H): 0.4631, atom 52 (H): 0.2718, atom 53 (C): -0.2100, atom 54 (H): 0.2668, atom 55 (C): -0.1708, atom 56 (H): 0.1329, atom 57 (H): 0.2585, atom 58 (C): -0.1413, atom 59 (C): -0.0510, atom 60 (C): -0.2067, atom 61 (H): 0.2594, atom 62 (H): 0.2462, atom 63 (H): 0.2404, atom 64 (H): 0.2659, atom 65 (C): -0.1900, atom 66 (C): -0.4388

A cluster of 2 separate species, C7H10N2S2 in total. Source: the OMol25 dataset; level of theory: ωB97M-V with the def2-TZVPD basis set.

Results
Energy above the lowest of the compared OMol25 structures with the same formula, charge and spin in eV: 3.411
LUMO level in eV: -0.27
M in g/mol: 186.3
Highest occupied orbital energy in eV: -7.845
Frontier orbital gap in eV: 7.58

```
! wB97M-V def2-TZVPD RIJCOSX def2/J DEFGRID3
* xyz 0 1
N -0.997 -2.114 0.045
S -0.566 1.325 -1.162
H -2.337 -1.739 1.427
H 2.261 2.980 0.548
N -1.666 -1.964 -2.186
H 2.228 1.322 -1.333
H -1.450 -2.135 -3.099
C 0.550 1.135 0.062
H 3.273 1.708 1.485
C -3.178 -1.333 -0.516
C -0.678 -2.288 -1.302
C 2.902 2.141 0.604
H -3.561 -1.331 -2.630
C -2.181 -1.800 0.423
H 3.816 2.342 0.122
C -2.902 -1.530 -1.857
S -0.066 1.123 1.683
H -1.192 0.402 1.462
H 2.396 0.214 0.146
C 2.054 1.175 -0.188
H -4.070 -1.087 -0.090
*
```

Population analysis type natural (NBO), resulting atomic charges in e: atom 1 (N): -0.5039, atom 2 (S): -0.0342, atom 3 (H): 0.1793, atom 4 (H): 0.2167, atom 5 (N): -0.5280, atom 6 (H): 0.2373, atom 7 (H): 0.4055, atom 8 (C): -0.2421, atom 9 (H): 0.2196, atom 10 (C): -0.3079, atom 11 (C): 0.1495, atom 12 (C): -0.6171, atom 13 (H): 0.2077, atom 14 (C): 0.1111, atom 15 (H): 0.2211, atom 16 (C): 0.0696, atom 17 (S): 0.0863, atom 18 (H): 0.1506, atom 19 (H): 0.2378, atom 20 (C): -0.4780, atom 21 (H): 0.2192

A cluster of 6 separate species, C37H43BrClF7N6O12S4 in total. Source: the OMol25 dataset; level of theory: ωB97M-V with the def2-TZVPD basis set.

Results
SMILES: CC[C@@H](Br)c1c(CC(=O)O)c(S(=O)(=O)C(F)(F)C(F)(F)C(F)(F)F)c2c(c1SCC(=O)OC[C@H](C)OC(=O)CS)C(=O)N(CCCCS(=O)(=O)Cl)C2=O.CC#N.CC#N.CC#N.CC#N.CC#N
LUMO level in eV: -1.92
M in g/mol: 1140.4
Highest occupied orbital energy in eV: -9.227
Frontier orbital gap in eV: 7.31

```
! wB97M-V def2-TZVPD RIJCOSX def2/J DEFGRID3
* xyz 0 1
H 1.237 3.848 4.286
C -1.335 4.280 -1.837
C 4.419 -1.072 -1.481
C -1.361 -1.637 0.090
S 4.694 -2.431 -5.061
O -3.051 1.011 -4.351
C 6.485 -4.239 -8.125
H 9.516 -4.262 -1.432
H 0.079 1.342 7.909
C -3.230 1.822 4.578
C 0.368 2.246 7.366
H -2.995 2.877 4.413
O -3.411 -1.409 -2.775
O 7.041 -4.092 -2.266
C -2.909 1.406 5.945
C -0.331 4.571 9.586
C 11.630 -4.088 -1.587
C -5.161 1.626 -2.577
H 5.956 -2.484 -0.668
H -0.803 4.386 11.650
H 10.334 -5.739 -1.928
C -7.708 1.278 -3.341
H 1.494 -2.060 1.614
O -0.764 -2.511 0.751
C -2.058 0.271 -1.324
N 6.359 -4.615 -7.044
C 0.524 1.987 5.934
H -2.668 1.245 3.840
F -5.902 1.939 -4.870
C -2.799 -1.069 -1.748
H 7.527 -4.193 -9.976
C -1.103 3.979 10.682
C -0.296 2.419 -0.070
H -4.037 -1.180 0.775
O -8.100 -1.265 0.195
H -0.399 2.996 7.557
C -6.147 1.106 -3.731
O 1.801 -0.741 -1.173
O -3.470 3.337 -3.836
H -1.283 4.173 -2.985
H -5.761 -1.972 -0.738
C 1.556 3.673 3.195
C 1.963 -1.037 1.351
F -8.430 0.389 -4.188
C -1.264 2.794 -1.254
H 0.470 4.574 0.219
H -4.171 4.470 -0.342
H 4.313 0.065 -1.303
C 10.349 -4.651 -2.023
N -2.598 -2.012 -0.618
H 5.782 -4.020 -10.118
C 0.640 3.520 0.654
S -3.411 1.970 -3.229
H -6.400 -4.593 -0.355
H 7.688 -0.812 -0.079
O -9.178 -2.486 2.072
F -5.169 0.847 -1.399
H 2.927 -0.994 1.989
C -5.040 -2.822 -0.474
O 3.714 -1.727 -0.390
N 0.274 5.037 8.725
H -2.173 4.167 10.567
H 5.595 -4.688 -4.310
H -0.312 4.646 2.445
H -6.040 -2.329 1.869
O -3.100 5.982 -2.122
C -1.105 -0.097 -0.163
C -2.666 5.081 -1.376
C 6.579 -3.150 -2.970
H -4.958 -4.657 0.807
Br 2.594 3.167 0.352
C 0.265 3.684 2.240
C -6.634 -3.256 1.532
H -6.774 -4.009 2.391
H -4.292 1.688 4.356
O -3.245 4.745 -0.112
H 6.755 -2.674 -9.537
H 10.141 -4.414 -3.069
O 6.618 -1.783 -2.602
C 2.430 -1.109 -0.163
F -5.659 2.924 -2.194
C -0.179 0.950 0.488
H 4.767 -2.594 -6.447
H 6.030 -0.223 0.491
F -7.977 0.960 -1.992
H 3.990 -1.312 -2.512
N 0.646 1.785 4.806
H 6.870 -3.655 -5.113
F -8.132 2.610 -3.614
S -8.253 -2.602 0.892
C -2.184 1.731 -1.892
H 1.296 2.610 7.813
C 6.644 -3.760 -9.500
F -5.876 -0.212 -4.154
H -3.468 -2.887 1.150
C 6.688 -0.403 -0.438
C 5.968 -3.610 -4.399
H -0.408 2.803 2.534
C 5.974 -1.537 -1.330
S 0.953 0.426 1.828
N -2.656 1.079 7.020
H 2.212 4.581 2.929
H -0.459 4.948 -1.553
Cl -9.163 -3.933 -0.458
C -5.782 -3.983 0.381
N 12.636 -3.646 -1.244
H -0.967 2.895 10.729
H -4.692 -3.271 -1.472
C -3.781 -2.184 0.291
H 2.126 2.691 3.187
H 6.754 0.557 -1.048
*
```

Atomic partial charges in e from the Löwdin method, atoms 1 to 99: atom 1 (H): 0.0585, atom 2 (C): -0.0446, atom 3 (C): -0.1126, atom 4 (C): -0.2944, atom 5 (S): 0.6720, atom 6 (O): -0.2969, atom 7 (C): -0.2330, atom 8 (H): 0.0654, atom 9 (H): 0.0771, atom 10 (C): -0.0664, atom 11 (C): -0.0933, atom 12 (H): 0.0830, atom 13 (O): 0.1024, atom 14 (O): 0.0393, atom 15 (C): -0.2662, atom 16 (C): -0.2751, atom 17 (C): -0.2807, atom 18 (C): -0.3042, atom 19 (H): 0.1575, atom 20 (H): 0.0839, atom 21 (H): 0.0835, atom 22 (C): -0.2990, atom 23 (H): 0.1030, atom 24 (O): 0.0802, atom 25 (C): 0.0354, atom 26 (N): 0.1437, atom 27 (C): -0.2214, atom 28 (H): 0.0749, atom 29 (F): 0.0820, atom 30 (C): -0.2866, atom 31 (H): 0.0851, atom 32 (C): -0.0620, atom 33 (C): -0.0948, atom 34 (H): 0.1315, atom 35 (O): -0.3991, atom 36 (H): 0.0415, atom 37 (C): -0.2229, atom 38 (O): 0.0749, atom 39 (O): -0.2963, atom 40 (H): 0.1396, atom 41 (H): 0.1022, atom 42 (C): -0.2324, atom 43 (C): -0.3416, atom 44 (F): 0.0988, atom 45 (C): -0.0431, atom 46 (H): 0.0826, atom 47 (H): 0.1229, atom 48 (H): 0.1400, atom 49 (C): -0.0803, atom 50 (N): -0.0137, atom 51 (H): 0.0855, atom 52 (C): -0.5930, atom 53 (S): 0.8417, atom 54 (H): 0.0882, atom 55 (H): 0.0885, atom 56 (O): -0.3983, atom 57 (F): 0.0625, atom 58 (H): 0.1111, atom 59 (C): -0.1703, atom 60 (O): -0.0720, atom 61 (N): 0.1404, atom 62 (H): 0.0857, atom 63 (H): 0.0950, atom 64 (H): 0.1162, atom 65 (H): 0.1215, atom 66 (O): 0.0847, atom 67 (C): -0.0101, atom 68 (C): -0.3866, atom 69 (C): -0.3872, atom 70 (H): 0.1243, atom 71 (Br): 0.6648, atom 72 (C): -0.2542, atom 73 (C): -0.2415, atom 74 (H): 0.1261, atom 75 (H): 0.0817, atom 76 (O): 0.0316, atom 77 (H): 0.0852, atom 78 (H): 0.0801, atom 79 (O): -0.0398, atom 80 (C): -0.3857, atom 81 (F): 0.0372, atom 82 (C): -0.3246, atom 83 (H): -0.1491, atom 84 (H): 0.0957, atom 85 (F): 0.1090, atom 86 (H): 0.1035, atom 87 (N): 0.1346, atom 88 (H): 0.0634, atom 89 (F): 0.1015, atom 90 (S): 0.4547, atom 91 (C): -0.1123, atom 92 (H): 0.0785, atom 93 (C): -0.0605, atom 94 (F): 0.1055, atom 95 (H): 0.1380, atom 96 (C): -0.0406, atom 97 (C): -0.4620, atom 98 (H): 0.0697, atom 99 (C): -0.2921

A structure of composition C4H5O5Pr. Source: the OMol25 dataset; level of theory: ωB97M-V with the def2-TZVPD basis set.

Results
LUMO level (alpha / beta) in eV: -4.24 / -4.35
M in g/mol: 274.0
Highest occupied orbital energy (alpha / beta) in eV: -10.952 / -13.588
Frontier orbital gap (alpha / beta) in eV: 6.71 / 9.24

```
! wB97M-V def2-TZVPD RIJCOSX def2/J DEFGRID3
* xyz 1 4
C 2.472 -0.116 -0.062
H -0.826 -0.596 1.521
O -0.323 1.987 -0.019
H -1.008 1.873 1.864
C -0.906 1.395 0.870
H -2.450 0.013 1.198
H 0.009 -1.990 -0.023
O -1.438 -0.581 -0.472
H -0.619 -1.917 -1.723
O 0.759 -0.496 -1.186
C -0.287 -1.324 -0.856
O 2.706 0.972 -0.529
O 2.660 -0.870 0.825
Pr 0.676 1.660 -2.203
C -1.424 -0.009 0.794
*
```

Population analysis type Löwdin, resulting atomic charges in e: atom 1 (C): -0.4197, atom 2 (H): 0.1627, atom 3 (O): -0.0973, atom 4 (H): 0.1585, atom 5 (C): -0.1105, atom 6 (H): 0.1560, atom 7 (H): 0.1438, atom 8 (O): -0.0941, atom 9 (H): 0.1426, atom 10 (O): -0.3697, atom 11 (C): -0.3017, atom 12 (O): 0.0325, atom 13 (O): 0.2178, atom 14 (Pr): 1.5344, atom 15 (C): -0.1554

Sequential total energy output: -2363.15710; -1178.46544; -7992.65791; -1048.39265 a.u.